Record 1
A molecular structure, C34H42N4P2Zn at a distorted geometry, computed with ωB97M-V/def2-TZVPD.

Element x y z (Å)
H -0.404240 4.228997 2.943876
C 4.414367 1.320392 -3.019973
C -2.024725 3.286518 -3.620691
H -5.696906 -3.254910 -4.443226
C -4.159702 -0.329964 -4.837381
C 0.603594 -0.263004 -5.260491
H -0.553810 -2.303889 7.965304
C -1.525878 1.342789 2.417740
C -0.748386 -0.132767 10.582474
C -1.619117 1.646944 -2.101983
H 5.387633 1.753125 -5.010083
C -0.434668 -1.286916 9.858744
H 4.965633 1.946031 -2.329472
H 2.106563 -4.002238 -3.475729
H 2.551532 -1.502251 -6.876926
H -3.238333 -3.036983 -3.231747
C 4.637547 1.224310 -4.435832
H 3.533764 -0.001237 -5.958164
C -1.348173 0.984804 8.504447
H 1.025401 -0.490967 -6.249841
C 1.537009 0.366221 2.243571
C 3.710461 0.321465 -4.941390
H -1.945508 2.497604 4.117883
Zn -0.091007 -1.974472 5.718185
C -1.023241 -0.180479 7.754863
H -2.059794 -0.386179 5.830879
H 3.112897 -5.593003 -5.485330
C 1.159165 2.851276 2.428527
H -2.211076 1.838738 -5.321681
H 3.391470 -3.959367 -7.653507
N 2.940549 -0.172098 -3.881735
H -0.497637 0.534664 5.727848
H 0.275177 3.395629 4.333094
C -0.787396 0.963661 1.167324
H -1.696570 1.880519 7.982019
C 1.853436 -2.062707 5.522868
H -0.529878 1.857299 0.580167
H 2.351363 -1.746733 6.446761
C -1.214064 2.271564 3.328542
C 3.026045 -3.680824 -6.673394
H -3.942513 0.672958 -5.168631
H -1.471804 1.891922 10.474760
C -5.267575 -1.136170 -5.090500
C -5.033582 -2.399751 -4.438374
P -1.597745 -0.692282 -3.549085
H 2.544034 1.641116 3.600556
C -1.223649 0.998893 9.899028
N -1.822917 1.042630 -3.348651
H -2.452074 0.760034 2.549494
H 0.771959 0.808884 -5.061595
H 0.879069 2.873926 1.369649
H -0.003031 -2.164687 10.348678
N -3.265046 -1.033619 -4.018448
H -1.523727 0.380828 0.583026
H 1.917936 3.632997 2.605183
H -0.645126 -0.135938 11.669071
P 1.499204 -1.185997 -3.904141
H 0.112388 -0.986365 1.436255
H 2.279274 -3.014011 5.180476
C -1.746279 3.024298 -2.238933
C -0.059766 3.239346 3.295834
C 2.377936 -3.755894 -4.489161
H -6.136482 -0.864066 -5.673650
C 3.368981 0.466206 -2.705083
C -0.895666 -0.609327 -5.274414
H -1.658655 3.758799 -1.448687
H 2.874842 0.242003 -1.769541
C -0.661349 -1.342426 8.485564
H 2.169882 -0.502752 2.486266
C -2.052280 2.059901 -4.277783
H -1.405959 1.027662 -1.250113
C -3.802011 -2.317469 -3.806010
H 0.914296 0.034942 0.246140
N 2.221414 -2.436738 -4.946468
H 1.971293 -1.277329 4.766573
C 2.877644 -4.537013 -5.527735
C 0.455991 0.046039 1.252565
C 2.611438 -2.406696 -6.290108
C 1.808187 1.556596 2.786675
H -2.192993 4.250493 -4.077983
H -1.442456 0.104948 -5.909179
C -1.060001 -0.249272 6.268810
H -1.066586 -1.619146 -5.686892

Atoms 1-6, force components in eV/Å:
H -0.07 -0.31 0.18
C -0.61 -0.58 -0.20
C 0.08 -1.31 -0.06
H 0.15 0.12 0.05
C -0.46 -1.06 0.21
C -0.25 0.02 0.14

Computed properties:
HOMO level = -8.1160 eV
total charge = 0
multiplicity = 1
DFT total energy = -108891.3457 eV
LUMO = -0.26 eV
gap between HOMO and LUMO = 7.86 eV

Results of the Löwdin charge analysis, in e, for atoms 1 through 8: number 1, H, carries 0.116; number 2, C, carries -0.100; number 3, C, carries -0.081; number 4, H, carries 0.088; number 5, C, carries -0.130; number 6, C, carries -0.386; number 7, H, carries 0.064; number 8, C, carries -0.099


Record 2
2 unconnected molecules or ions with the total composition C7H10N3O at a distorted geometry, computed with ωB97M-V/def2-TZVPD.

Element x y z (Å)
C -0.902782 -2.082299 0.237700
N 1.668546 -1.823785 0.714076
C -0.699264 1.694704 -1.001380
H 0.188911 3.090795 1.751787
H 2.027807 -0.885422 1.361638
C -0.168731 2.832630 0.796852
H -0.833249 0.984275 -1.808199
C -1.351270 2.858237 -0.949510
H -0.045323 -2.718760 -1.528699
H 2.444223 -2.033642 -0.009632
H -1.903744 3.272347 -1.821098
N -0.979415 3.574399 0.157238
H 1.633367 -2.653954 1.362668
C 0.393562 -1.448238 0.133384
C 0.645650 0.580029 0.657913
C -0.315287 -1.776800 -1.153050
N 0.015896 1.641886 0.162889
H -0.955661 -3.048227 0.719343
O 1.410551 0.489473 1.551758
H -1.620308 -1.460906 0.515903
H -0.653479 -1.086743 -1.851581

Atoms 1-6, force components in eV/Å:
C 2.04 -1.01 -0.66
N 2.06 -0.73 0.03
C -1.75 -0.45 -1.48
H 0.80 -0.15 0.91
H -1.41 -1.33 -1.23
C -0.57 1.27 0.80

Computed properties:
HOMO level = -13.1691 eV
total charge = +1
multiplicity = 1
DFT total energy = -13928.1487 eV
LUMO = -3.44 eV
gap between HOMO and LUMO = 9.73 eV

Results of the Löwdin charge analysis, in e, for atoms 1 through 8: number 1, C, carries -0.041; number 2, N, carries 0.149; number 3, C, carries -0.054; number 4, H, carries 0.140; number 5, H, carries 0.185; number 6, C, carries -0.114; number 7, H, carries 0.121; number 8, C, carries -0.102


Record 3
A molecular structure, C45H36BaClFN2O8PS3 at a distorted geometry, computed with ωB97M-V/def2-TZVPD.

Element x y z (Å)
O -16.270153 -2.376773 14.655756
H -19.283515 -3.957548 19.541548
C -13.120589 0.428221 11.986440
C -13.211430 -0.666664 18.713082
H -13.873050 0.864780 23.212923
H -14.651337 -3.589421 13.261762
C -19.093765 -3.356454 11.776580
H -11.807362 0.802417 22.000953
C -16.217930 -4.574644 15.252935
H -16.143168 -2.845065 23.632272
C -17.111646 -3.398953 15.134425
H -16.415346 -3.159530 19.373680
H -11.116496 3.143697 10.127064
C -16.528408 -0.616062 11.572533
H -18.322996 -0.330059 10.436055
C -12.995491 -2.253424 12.952944
H -19.209719 -1.374254 18.939768
H -14.067230 0.085020 10.095711
H -13.259265 -5.617557 13.269731
H -10.710115 2.740366 12.523135
S -17.614147 -3.878059 12.463879
H -15.404430 -7.756001 14.903697
H -11.335592 1.657946 14.499227
H -12.804846 1.807831 8.913768
C -15.743535 -2.559001 22.659330
C -19.272295 -2.696452 13.989297
C -17.783539 -3.119280 16.468526
P -14.075779 -0.797195 12.856734
C -17.383405 -0.855689 10.511990
H -12.260100 0.224546 14.588248
H -16.771206 0.123097 12.331366
H -20.820708 -2.294210 12.472422
H -10.599698 -0.913726 23.408323
C -12.482264 -0.162601 17.418637
C -15.924206 -2.760593 20.256305
C -11.408671 -4.545941 12.966129
F -17.431740 -3.857350 21.665239
Ba -15.116964 -0.637493 15.785084
H -12.590789 0.392716 24.320638
C -12.787170 -4.655768 13.116571
O -11.877226 0.907234 17.501889
C -19.868333 -2.736370 12.704633
H -14.675486 -1.019393 24.581770
O -15.048055 -2.053440 17.947825
H -10.478920 -1.235358 21.659244
Cl -15.755524 1.981999 16.731049
C -14.638523 -1.746487 22.565081
O -16.021453 3.335054 17.136884
C -14.414145 -6.109096 15.864314
H -18.032034 -0.975703 16.618398
C -12.616705 1.632078 9.960276
N -11.817043 0.927283 14.004814
C -16.360917 -3.055608 21.510410
C -11.674319 2.375813 10.650590
C -11.451453 2.140924 11.997414
C -18.860688 -2.175895 18.293795
H -9.752018 -3.202294 12.655164
C -18.943443 -3.495312 18.619439
H -11.586863 -2.173555 22.649642
H -11.811416 0.447776 19.800552
H -14.066826 -2.787287 10.759399
H -17.364533 -6.112964 14.318025
C -16.448879 -5.818080 14.819657
S -14.701899 -4.444744 16.087973
C -11.614135 -2.153138 12.783198
C -14.170967 -1.394882 21.289327
O -15.295814 1.165040 17.857144
C -15.414609 -6.706889 15.174213
C -18.105837 -3.369883 14.014436
C -15.876440 -2.516157 9.647081
O -14.729265 2.070881 15.688396
C -18.194788 -1.957177 17.058288
H -10.796806 -5.447989 12.968330
C -13.939320 -1.202446 23.790287
H -17.758141 -2.039556 8.769403
C -15.011799 -2.263946 10.694189
C -12.652520 -0.230849 19.865349
O -16.959629 1.293665 16.225321
C -13.575799 -3.514022 13.128070
H -15.627870 -3.290847 8.928754
C -13.176210 0.066241 23.449027
C -10.831580 -3.293069 12.799527
C -15.316077 -1.301001 11.641848
H -13.260181 -1.969876 24.172782
H -19.719531 -2.280471 14.879179
C -17.061109 -1.816639 9.563025
C -11.161698 -1.183213 22.509260
C -13.334810 0.658579 10.634632
S -18.171163 -4.457862 17.434625
C -12.276227 -0.151957 22.242422
C -14.353032 -1.557344 18.838457
N -13.088900 -0.556175 21.102970
H -13.487849 -6.533911 16.225873
C -14.816455 -1.905879 20.165158
H -11.138335 -1.189685 12.635190
H -19.298006 -3.511100 10.724698
C -12.155123 1.164746 12.711125
O -12.568029 -0.909771 16.397656

Atoms 1-6, force components in eV/Å:
O 0.02 0.23 0.96
H -0.06 0.22 -0.25
C 0.28 -0.16 0.02
C 0.26 -0.19 -0.43
H -0.18 0.15 -0.04
H 0.12 0.02 -0.02

Computed properties:
HOMO level = -5.2922 eV
total charge = -1
multiplicity = 1
DFT total energy = -124336.6336 eV
LUMO = 2.11 eV
gap between HOMO and LUMO = 7.41 eV

Results of the Löwdin charge analysis, in e, for atoms 1 through 8: number 1, O, carries -0.558; number 2, H, carries 0.063; number 3, C, carries -0.316; number 4, C, carries -0.030; number 5, H, carries 0.125; number 6, H, carries 0.076; number 7, C, carries -0.418; number 8, H, carries 0.146


Record 4
A single C2H3NOS molecule at a distorted geometry, computed with ωB97M-V/def2-TZVPD.

Element x y z (Å)
H -0.113911 -1.719883 1.157961
N -0.431566 0.005467 -0.043879
S -0.244126 0.872899 -2.518907
C 0.183763 -0.685823 1.093891
H 0.754913 1.484169 -0.301424
C 0.084167 0.908245 -0.977897
O 0.875721 -0.305011 2.005516
H -1.108961 -0.560063 -0.415262

Atoms 1-6, force components in eV/Å:
H -0.69 -0.65 -0.65
N 1.86 0.12 1.65
S -0.27 0.47 -1.23
C -0.02 1.05 0.52
H 0.17 0.60 -1.57
C 1.12 -0.59 4.08

Computed properties:
HOMO level = -9.3490 eV
total charge = 0
multiplicity = 1
DFT total energy = -16494.3034 eV
LUMO = -0.29 eV
gap between HOMO and LUMO = 9.06 eV
SMILES string = O=CNC=S

Want to see where the charge sits? The Löwdin charges in e are: number 1, H, carries 0.122; number 2, N, carries -0.021; number 3, S, carries 0.704; number 4, C, carries -0.259; number 5, H, carries 0.095; number 6, C, carries -0.761; number 7, O, carries 0.064; number 8, H, carries 0.057